94
Properties=species:S:1:pos:R:3 method="wB97M-V/def2-TZVPD" orbital_gap_ha="0.2132 / 0.1689" s_squared=2.02 relative_energy_kcal_mol=97.05 charge=+2 homo_ev="-13.01 / -13.30" multiplicity=3
W -0.778 0.158 -0.094
O 0.267 1.057 -6.395
C 0.328 2.325 -6.003
O 0.350 3.239 -6.779
C 0.378 2.610 -4.531
C 0.469 3.913 -4.089
N 0.537 3.866 -2.747
N 0.488 2.630 -2.267
C 0.395 1.851 -3.336
C 0.247 0.399 -3.167
O 0.225 -0.354 -4.121
O 0.155 -0.121 -1.946
H 0.252 0.455 -5.621
H 0.487 4.831 -4.650
H 0.574 4.644 -2.109
C 3.319 1.987 -1.099
Sb 2.287 0.401 -0.120
C 3.443 0.534 1.659
C 3.482 -1.007 -1.279
C 3.921 -2.275 -0.641
C 5.084 -2.292 0.130
C 5.558 -3.467 0.688
C 4.873 -4.653 0.468
C 3.725 -4.652 -0.312
C 3.240 -3.476 -0.871
C 2.007 -3.495 -1.715
Sb 0.339 -2.634 -0.718
C -1.102 -3.398 -2.058
C 0.143 -4.063 0.830
H 4.360 1.776 -0.849
H 3.031 2.957 -0.711
H 3.175 1.953 -2.175
H 4.030 1.444 1.540
H 4.109 -0.323 1.740
H 2.818 0.588 2.543
H 4.335 -0.348 -1.444
H 2.961 -1.140 -2.226
H 5.644 -1.375 0.271
H 6.467 -3.461 1.272
H 5.238 -5.580 0.887
H 3.210 -5.585 -0.504
H 1.652 -4.515 -1.866
H 2.134 -3.026 -2.690
H -0.765 -4.404 -2.304
H -1.142 -2.778 -2.953
H -2.079 -3.438 -1.584
H -0.275 -4.951 0.355
H -0.531 -3.708 1.606
H 1.115 -4.305 1.256
S 0.718 2.620 0.811
C 0.238 3.031 2.447
N -0.974 3.500 2.657
C -1.454 3.926 3.972
C -0.278 4.371 4.821
C 0.804 3.305 4.820
N 1.111 2.928 3.438
H -1.600 3.511 1.860
H -1.997 3.095 4.432
H -2.163 4.737 3.816
H -0.609 4.551 5.842
H 0.125 5.307 4.432
H 0.483 2.415 5.366
H 1.722 3.670 5.278
H 2.046 2.654 3.184
F -3.897 -0.091 2.095
Te -3.634 1.471 0.994
F -1.615 1.457 -1.174
F -3.877 2.344 2.630
F -1.392 -1.318 0.962
F -2.979 3.258 0.569
O -1.718 1.103 1.322
S 0.971 -2.303 4.236
C -0.164 -1.076 4.587
C -0.253 -0.214 3.541
N 0.556 -0.505 2.471
C 1.246 -1.589 2.719
H -0.703 -1.051 5.518
H -0.923 0.628 3.486
H 1.980 -2.007 2.040
C -5.810 -1.121 -0.195
C -4.901 -0.788 -1.374
C -4.899 -1.940 -2.389
C -5.315 0.549 -2.033
C -3.438 -0.661 -0.952
N -2.352 -0.938 -1.212
H -6.818 -1.265 -0.584
H -5.869 -0.322 0.545
H -5.499 -2.030 0.317
H -5.919 -2.048 -2.756
H -4.600 -2.880 -1.928
H -4.241 -1.727 -3.231
H -6.054 1.076 -1.430
H -5.762 0.350 -3.006
H -4.472 1.220 -2.213

153
Properties=species:S:1:pos:R:3 method="wB97M-V/def2-TZVPD" orbital_gap_ha=0.3755 smiles="C[C@H]1COC(=O)O1.C[C@H]1COC(=O)O1.C[C@H]1COC(=O)O1.C[C@H]1COC(=O)O1.C[C@H]1COC(=O)O1.C[C@H]1COC(=O)O1.C[C@H]1COC(=O)O1.C[C@H]1COC(=O)O1.C[C@H]1COC(=O)O1.O=C1CCCO1.O=C1CCCO1.O=C1CCCO1" relative_energy_kcal_mol=4.41 charge=0 homo_ev=-9.79
C -2.628 -4.277 -1.284
C -2.612 -4.039 -2.781
C -2.078 -2.636 -3.166
O -0.680 -2.823 -3.498
C -0.445 -4.170 -3.651
O 0.608 -4.624 -3.931
O -1.573 -4.893 -3.499
H -1.776 -3.755 -0.878
H -2.579 -5.361 -1.232
H -3.549 -3.923 -0.931
H -3.609 -4.281 -3.131
H -2.115 -1.849 -2.405
H -2.529 -2.145 -4.022
C -7.566 1.522 2.182
C -6.781 0.297 2.498
C -6.632 -0.576 1.231
O -5.270 -0.958 1.106
C -4.550 -0.188 2.035
O -3.384 -0.282 2.271
O -5.318 0.618 2.782
H -8.556 1.335 1.756
H -7.015 2.172 1.458
H -7.776 2.038 3.124
H -7.142 -0.276 3.355
H -6.949 0.047 0.378
H -7.291 -1.451 1.308
C -0.888 -4.021 4.481
C -1.600 -2.998 3.619
C -2.511 -3.673 2.604
O -3.784 -3.345 2.965
C -3.770 -2.573 4.061
O -4.788 -2.221 4.588
O -2.547 -2.281 4.433
H -0.246 -4.599 3.846
H -1.565 -4.670 4.997
H -0.209 -3.617 5.242
H -1.002 -2.203 3.194
H -2.412 -4.742 2.542
H -2.309 -3.254 1.612
C 2.257 2.702 -3.356
C 1.089 2.712 -4.287
C 1.490 2.215 -5.644
O 0.344 1.521 -6.093
C -0.330 1.063 -4.986
O -1.149 0.208 -5.052
O 0.202 1.654 -3.918
H 2.047 3.221 -2.384
H 3.115 3.204 -3.795
H 2.595 1.695 -3.161
H 0.476 3.614 -4.288
H 2.329 1.509 -5.527
H 1.768 3.030 -6.312
C 2.406 -3.820 2.499
C 3.037 -2.464 2.821
C 3.826 -1.654 1.784
O 3.267 -0.351 1.881
C 2.107 -0.388 2.632
O 1.391 0.507 2.846
O 1.948 -1.613 3.130
H 1.614 -3.990 3.296
H 3.159 -4.618 2.625
H 1.901 -3.941 1.536
H 3.582 -2.581 3.728
H 3.779 -2.107 0.758
H 4.893 -1.418 2.030
C -1.308 0.400 5.565
C -2.145 1.588 5.090
C -3.070 2.018 6.222
O -3.324 3.430 5.911
C -2.301 3.814 4.964
O -2.254 4.913 4.449
O -1.495 2.812 4.713
H -0.549 0.721 6.298
H -0.740 -0.222 4.884
H -2.031 -0.274 5.950
H -2.789 1.302 4.242
H -2.643 2.021 7.239
H -3.909 1.333 6.122
C 2.880 -1.965 -3.710
C 3.171 -3.407 -3.548
C 3.231 -4.126 -4.921
O 4.665 -3.844 -5.275
C 5.367 -3.627 -4.146
O 6.569 -3.531 -4.129
O 4.526 -3.503 -3.083
H 3.444 -1.503 -4.497
H 3.203 -1.399 -2.831
H 1.824 -1.829 -3.865
H 2.505 -3.877 -2.794
H 2.545 -3.833 -5.695
H 3.194 -5.233 -4.817
C -3.961 3.573 1.632
C -2.600 4.221 1.190
C -1.407 3.602 1.740
O -0.403 3.777 0.757
C -0.986 3.876 -0.423
O -0.464 3.744 -1.498
O -2.359 4.060 -0.218
H -4.066 3.734 2.714
H -3.886 2.486 1.488
H -4.845 3.900 1.036
H -2.669 5.263 1.362
H -1.485 2.498 1.890
H -0.998 4.028 2.659
C 8.337 0.417 -2.058
C 7.214 -0.685 -2.127
C 6.870 -1.390 -0.778
O 5.848 -0.499 -0.219
C 5.251 0.176 -1.229
O 4.321 0.852 -1.123
O 5.938 -0.050 -2.418
H 8.032 1.297 -1.529
H 8.562 0.757 -3.063
H 9.183 0.063 -1.507
H 7.456 -1.366 -2.919
H 7.657 -1.488 0.017
H 6.324 -2.326 -0.958
O 4.970 4.304 -1.298
C 4.592 3.948 -0.204
C 5.284 4.053 1.122
C 4.451 3.179 2.068
C 3.099 3.116 1.385
O 3.300 3.636 0.005
H 6.326 3.794 1.142
H 5.282 5.123 1.382
H 4.908 2.192 2.141
H 4.321 3.582 3.080
H 2.758 2.083 1.335
H 2.300 3.761 1.820
O -0.168 -2.878 0.709
C 0.088 -1.692 0.386
C -0.748 -0.506 0.506
C -0.310 0.279 -0.731
C 1.177 -0.113 -0.795
O 1.225 -1.421 -0.324
H -1.783 -0.766 0.498
H -0.520 0.017 1.436
H -0.807 -0.169 -1.594
H -0.526 1.333 -0.597
H 1.566 -0.087 -1.826
H 1.744 0.562 -0.152
O -3.825 0.952 -0.647
C -3.896 1.560 -1.681
C -3.001 1.529 -2.929
C -3.675 2.485 -3.898
C -5.076 2.654 -3.271
O -5.003 2.330 -1.893
H -1.959 1.779 -2.708
H -3.029 0.488 -3.179
H -3.160 3.444 -3.922
H -3.840 1.983 -4.867
H -5.543 3.612 -3.461
H -5.666 1.925 -3.819

Copy entry 1 word for word.
94
Properties=species:S:1:pos:R:3 method="wB97M-V/def2-TZVPD" orbital_gap_ha="0.2132 / 0.1689" s_squared=2.02 relative_energy_kcal_mol=97.05 charge=+2 homo_ev="-13.01 / -13.30" multiplicity=3
W -0.778 0.158 -0.094
O 0.267 1.057 -6.395
C 0.328 2.325 -6.003
O 0.350 3.239 -6.779
C 0.378 2.610 -4.531
C 0.469 3.913 -4.089
N 0.537 3.866 -2.747
N 0.488 2.630 -2.267
C 0.395 1.851 -3.336
C 0.247 0.399 -3.167
O 0.225 -0.354 -4.121
O 0.155 -0.121 -1.946
H 0.252 0.455 -5.621
H 0.487 4.831 -4.650
H 0.574 4.644 -2.109
C 3.319 1.987 -1.099
Sb 2.287 0.401 -0.120
C 3.443 0.534 1.659
C 3.482 -1.007 -1.279
C 3.921 -2.275 -0.641
C 5.084 -2.292 0.130
C 5.558 -3.467 0.688
C 4.873 -4.653 0.468
C 3.725 -4.652 -0.312
C 3.240 -3.476 -0.871
C 2.007 -3.495 -1.715
Sb 0.339 -2.634 -0.718
C -1.102 -3.398 -2.058
C 0.143 -4.063 0.830
H 4.360 1.776 -0.849
H 3.031 2.957 -0.711
H 3.175 1.953 -2.175
H 4.030 1.444 1.540
H 4.109 -0.323 1.740
H 2.818 0.588 2.543
H 4.335 -0.348 -1.444
H 2.961 -1.140 -2.226
H 5.644 -1.375 0.271
H 6.467 -3.461 1.272
H 5.238 -5.580 0.887
H 3.210 -5.585 -0.504
H 1.652 -4.515 -1.866
H 2.134 -3.026 -2.690
H -0.765 -4.404 -2.304
H -1.142 -2.778 -2.953
H -2.079 -3.438 -1.584
H -0.275 -4.951 0.355
H -0.531 -3.708 1.606
H 1.115 -4.305 1.256
S 0.718 2.620 0.811
C 0.238 3.031 2.447
N -0.974 3.500 2.657
C -1.454 3.926 3.972
C -0.278 4.371 4.821
C 0.804 3.305 4.820
N 1.111 2.928 3.438
H -1.600 3.511 1.860
H -1.997 3.095 4.432
H -2.163 4.737 3.816
H -0.609 4.551 5.842
H 0.125 5.307 4.432
H 0.483 2.415 5.366
H 1.722 3.670 5.278
H 2.046 2.654 3.184
F -3.897 -0.091 2.095
Te -3.634 1.471 0.994
F -1.615 1.457 -1.174
F -3.877 2.344 2.630
F -1.392 -1.318 0.962
F -2.979 3.258 0.569
O -1.718 1.103 1.322
S 0.971 -2.303 4.236
C -0.164 -1.076 4.587
C -0.253 -0.214 3.541
N 0.556 -0.505 2.471
C 1.246 -1.589 2.719
H -0.703 -1.051 5.518
H -0.923 0.628 3.486
H 1.980 -2.007 2.040
C -5.810 -1.121 -0.195
C -4.901 -0.788 -1.374
C -4.899 -1.940 -2.389
C -5.315 0.549 -2.033
C -3.438 -0.661 -0.952
N -2.352 -0.938 -1.212
H -6.818 -1.265 -0.584
H -5.869 -0.322 0.545
H -5.499 -2.030 0.317
H -5.919 -2.048 -2.756
H -4.600 -2.880 -1.928
H -4.241 -1.727 -3.231
H -6.054 1.076 -1.430
H -5.762 0.350 -3.006
H -4.472 1.220 -2.213